C4H3I | ωB97M-V with the def2-TZVPD basis set

**Frontier orbital gap (spin up / spin down)**: 6.84 / 7.66 eV

Geometry as XYZ:
```
8
Properties=species:S:1:pos:R:3:forces:R:3
C -0.2328 -0.3080 -0.0983 -1.35 -0.94 0.88
C 0.6557 0.6835 0.0556 0.93 -0.04 -0.80
C -1.0870 -1.3124 0.0345 1.44 3.48 5.26
H 0.0803 2.7524 -0.4149 -0.49 0.36 -0.35
C 0.6993 2.0311 0.0619 0.35 -1.23 0.64
H -1.5622 -1.6475 1.0324 0.93 0.89 -1.55
I 2.7131 -0.3126 0.0599 -0.61 0.52 0.17
H -1.2664 -1.8864 -0.7311 -1.20 -3.03 -4.25
```
Positions in Å, forces in eV/Å.

C4H3I | ωB97M-V with the def2-TZVPD basis set

**Frontier orbital gap**: 8.41 eV

Geometry as XYZ:
```
8
Properties=species:S:1:pos:R:3:forces:R:3
I 0.4240 -0.6957 -3.4769 0.55 0.91 3.30
C 0.9089 0.1516 -0.1477 -0.07 -0.21 -1.48
H -1.0175 1.0736 1.4671 -0.03 0.03 0.01
C -0.0349 1.0756 1.9157 1.90 -0.54 -1.08
H 0.0997 1.5312 2.8901 -0.07 -0.25 0.00
C 1.0486 0.6001 1.2234 -1.65 0.64 0.70
C 0.7685 -0.1069 -1.3365 -0.27 -0.55 -1.05
H 2.0362 0.6039 1.6983 -0.35 -0.04 -0.39
```
Positions in Å, forces in eV/Å.

C4H3I3N4 | ωB97M-V with the def2-TZVPD basis set

**Frontier orbital gap**: 8.67 eV

Geometry as XYZ:
```
14
Properties=species:S:1:pos:R:3:forces:R:3
C 2.5165 1.0518 0.1973 1.27 -2.07 0.88
H -2.4303 0.6010 0.6858 -0.50 0.42 1.28
C -2.5385 0.1454 -0.2533 2.23 -0.63 -1.33
N 0.5394 1.1905 -0.3696 -2.85 2.22 -0.91
C -1.5380 -0.6569 -0.6574 -1.03 0.21 -1.21
H -3.1809 0.5838 -0.9873 -0.64 -0.18 -0.14
I 4.5245 1.2703 0.8344 -1.03 0.23 -0.55
N 0.7625 0.0262 0.0844 -2.57 -1.75 -0.53
N 1.9711 -0.1646 0.3893 3.04 -0.39 1.67
H -1.5449 -0.9972 -1.7372 0.31 0.24 1.45
I 0.6176 -2.7929 -0.4500 -0.28 -0.66 -0.01
I -0.9618 -1.0968 2.3660 0.60 -0.12 -1.10
C -0.3593 -1.0460 0.1889 0.85 1.34 0.74
N 1.6221 1.8854 -0.2913 0.61 1.13 -0.25
```
Positions in Å, forces in eV/Å.

C4H3LiO2Yb | ωB97M-V with the def2-TZVPD basis set

**Total charge**: +2
**Frontier orbital gap**: 4.75 eV

Geometry as XYZ:
```
11
Properties=species:S:1:pos:R:3:forces:R:3
O -2.0448 -0.7670 -1.1234 0.43 1.31 1.21
O 1.4567 -0.0474 -0.8686 2.87 -0.17 -1.30
Yb 3.7042 0.3949 -0.8574 -1.43 -0.19 0.33
C 0.3745 0.4621 -0.2032 -0.55 1.10 1.58
H 0.0810 1.4613 -0.5550 -0.17 -0.41 0.29
H -2.0142 0.0330 1.9755 0.15 -0.56 0.09
C -1.3039 -0.2164 1.1879 -0.38 2.38 0.55
Li 0.5169 -0.7765 -2.3634 -0.63 -0.04 0.41
C -1.6364 -0.2010 -0.1579 0.20 -2.43 -1.59
C 0.0864 0.0782 1.1411 -0.47 -1.43 -1.55
H 0.7798 -0.4212 1.8244 -0.01 0.43 -0.02
```
Positions in Å, forces in eV/Å.

C4H3LiOYb | ωB97M-V with the def2-TZVPD basis set

**Total charge**: +2
**Frontier orbital gap (spin up / spin down)**: 5.80 / 5.40 eV
**⟨S²⟩**: 2.006
**2S+1**: 3

Geometry as XYZ:
```
10
Properties=species:S:1:pos:R:3:forces:R:3
H -1.4746 -3.5449 1.3219 0.11 0.24 0.13
H 1.0612 0.3817 -2.3046 -0.45 0.27 -0.13
C 0.4658 0.7007 -1.4404 1.60 -0.88 1.30
Li -0.9099 -0.7889 -0.7459 -0.15 -0.46 -0.10
O 0.6899 2.2163 0.3963 0.38 -1.15 3.48
C 0.7475 1.8932 -0.8242 -3.20 -0.40 -3.44
H 0.2601 2.5592 -1.6577 1.51 0.43 1.16
Yb 0.5678 0.7054 2.0708 -0.55 -0.66 -2.19
C -0.4087 -1.5333 1.6944 0.32 1.96 -0.20
C -0.9992 -2.5895 1.4895 0.44 0.65 0.00
```
Positions in Å, forces in eV/Å.

C4H3MgNaO6 | ωB97M-V with the def2-TZVPD basis set

**Total charge**: -1
**Frontier orbital gap (spin up / spin down)**: 1.73 / 1.73 eV
**⟨S²⟩**: 0.800
**2S+1**: 2

Geometry as XYZ:
```
15
Properties=species:S:1:pos:R:3:forces:R:3
O -2.1353 -2.2695 -0.5186 0.33 0.78 -0.45
O -0.3084 -1.1667 -1.3075 0.34 1.66 -0.47
O 1.7181 1.1847 1.4672 -0.04 -0.02 -0.15
H -2.3820 0.7729 -1.0841 0.40 -0.09 -0.07
O 1.0244 3.2684 1.7118 -0.01 0.67 0.42
H 1.3376 0.8169 -1.3577 -0.52 0.32 -0.39
C -0.9731 -2.2987 -0.9300 -1.11 -1.31 1.69
C 0.3752 1.0257 -0.8879 -0.32 -1.02 1.55
H -1.0353 -0.0682 0.3098 -0.33 0.36 -0.55
C -0.5435 0.0349 -0.6619 1.02 -0.79 0.12
O -0.2336 -3.3246 -0.9532 0.37 -0.04 -0.66
C 1.0427 2.1739 1.0953 1.50 -0.41 1.20
Mg -0.9325 -5.1365 -0.3382 0.01 -0.02 0.00
O 0.3181 2.1332 -0.0417 -0.62 0.31 -0.94
Na 2.7278 2.8535 3.4967 -1.02 -0.40 -1.31
```
Positions in Å, forces in eV/Å.

C4H3N | ωB97M-V with the def2-TZVPD basis set

**Frontier orbital gap**: 11.23 eV

Geometry as XYZ:
```
8
Properties=species:S:1:pos:R:3:forces:R:3
C -0.5537 0.5449 0.1722 -0.45 0.06 0.15
H -2.5906 1.3667 0.7648 0.24 -0.08 -0.06
C -1.6307 0.9813 0.4905 0.59 -0.22 -0.19
N 0.9652 -1.7936 0.2187 -0.40 0.45 -0.76
H 1.1119 0.3696 -1.1601 -0.13 -0.15 0.25
C 0.4470 -1.6734 -0.8520 0.32 -0.13 0.64
C 0.7446 0.0069 -0.1968 0.02 0.14 0.12
H 1.5063 0.1974 0.5628 -0.19 -0.06 -0.16
```
Positions in Å, forces in eV/Å.

C4H3N | ωB97M-V with the def2-TZVPD basis set

**Frontier orbital gap**: 10.53 eV

Geometry as XYZ:
```
8
Properties=species:S:1:pos:R:3:forces:R:3
C 1.8751 1.3967 -0.2442 -0.46 0.02 -0.07
C -1.2429 -1.3386 0.3063 0.02 0.19 -0.06
C -0.9738 -0.1262 -0.0815 0.13 0.10 -0.02
H -1.4279 -1.5358 1.3559 -0.09 0.00 -0.15
H -1.1927 -2.1511 -0.4092 -0.13 0.08 0.09
N -0.6547 1.0155 -0.4403 0.05 -0.60 0.22
H 2.9307 1.4890 -0.1398 -0.12 0.10 -0.05
C 0.6863 1.2505 -0.3473 0.61 0.12 0.04
```
Positions in Å, forces in eV/Å.

C4H3N | ωB97M-V with the def2-TZVPD basis set

**Frontier orbital gap**: 9.01 eV

Geometry as XYZ:
```
8
Properties=species:S:1:pos:R:3:forces:R:3
N -2.5987 1.0893 -0.6106 0.73 -0.64 0.20
C -0.6277 -0.5422 -0.3237 -0.10 -0.07 -0.85
H 0.6831 -0.2574 1.0943 2.89 1.19 0.95
H 2.7231 0.6885 0.4224 -0.90 -0.43 0.09
C -1.7144 0.3500 -0.4713 -0.87 0.63 -0.31
C 1.6835 0.3394 0.4105 -1.23 -0.72 0.75
H -0.7755 -1.6132 -0.3586 -0.09 0.10 -0.14
C 0.6266 -0.0543 -0.1632 -0.43 -0.06 -0.69
```
Positions in Å, forces in eV/Å.

C4H3N | ωB97M-V with the def2-TZVPD basis set

**Frontier orbital gap**: 11.45 eV

Geometry as XYZ:
```
8
Properties=species:S:1:pos:R:3:forces:R:3
H -0.5627 -0.6730 0.9016 -0.36 -0.15 -0.03
C -0.4889 -0.5195 -0.1778 0.01 -0.05 0.13
H -0.6104 -1.4978 -0.6560 0.11 0.21 -0.02
H 2.9525 0.8153 0.0428 -0.08 -0.01 -0.20
C -1.5951 0.3576 -0.5886 -0.73 0.61 -0.25
N -2.4978 1.0228 -0.8687 0.93 -0.67 0.24
C 0.8571 0.0365 -0.3388 0.56 0.22 0.30
C 1.9705 0.4493 -0.1536 -0.43 -0.15 -0.18
```
Positions in Å, forces in eV/Å.

The calculation returns the following F_max values, one per record and in order: 6.5; 3.5; 3.7; 3.2; 4.7; 2.4; 1.0; 0.6; 3.3; 1.2 eV/Å.